Entry 1:
47
Properties=species:S:1:pos:R:3:forces:R:3:mulliken_charge:R:1 method="wB97M-V/def2-TZVPD" homo_lumo_gap_ev=7.13 homo_ev=-9.795
C -0.765596 -0.754686 3.192597 -0.0850 -0.3896 -0.7683 -1.4424
C -2.018524 -1.212402 2.406840 0.7122 -0.4041 -0.1221 0.6547
C -2.009316 -2.745256 2.305408 -0.5360 0.1917 0.3989 -1.4861
C -2.097131 -0.590335 0.984784 -0.0454 0.0447 0.4699 -2.2097
C -1.134844 -1.244722 0.035367 -1.7177 0.5013 0.5538 0.3600
C 0.169589 -0.905097 0.127410 0.5908 -0.0211 -0.2026 0.3322
C 1.063505 -1.524124 -0.719357 0.4586 0.3646 0.3835 0.4418
C 2.532678 -1.261997 -0.713093 -0.1161 -0.4745 0.2721 -1.1510
C 2.974710 -0.445617 0.491388 0.3269 0.0764 -0.4703 -0.8910
S 3.014809 1.354240 0.192304 -0.2455 0.5677 0.5679 -0.0875
C 2.080991 1.493549 -1.264645 -0.1372 0.2161 0.4248 0.5995
N 2.584423 1.392854 -2.428408 0.3787 -0.1980 -1.0912 -0.1845
N 1.555715 1.605712 -3.337913 0.6369 -0.1977 -0.5940 -0.5001
C 0.519607 1.824722 -2.637552 -0.4341 0.1628 0.2881 -0.0818
O 0.744877 1.757579 -1.317480 -0.0949 0.0393 0.7100 -0.1861
N 0.565445 -2.402528 -1.564850 0.6236 -0.4344 -0.7237 0.4390
N -0.688035 -2.758769 -1.727136 0.0113 -0.1731 -0.0180 -1.0578
C -1.554248 -2.186078 -0.933574 0.2645 -0.2215 0.2689 0.8896
C -2.978418 -2.637370 -1.135183 0.2398 0.7704 -0.9827 -0.6773
O -3.354436 -2.407299 -2.498349 -0.4402 -0.6548 -0.0396 -0.2837
N -3.806416 -1.036683 -2.634624 -0.4034 0.3967 0.3986 0.2643
O -4.881388 -0.997302 -3.057866 0.4942 -0.0810 -0.2778 -0.3187
H -0.975350 -0.564643 4.235911 -0.0134 0.1190 0.1607 0.3586
H -0.309581 0.111074 2.724903 -0.0884 0.4519 0.3259 0.4231
H -0.015114 -1.540656 3.128959 0.1684 -0.0737 0.2113 0.3307
H -2.898664 -0.918372 2.969960 -0.2131 0.2012 -0.1828 0.5516
H -1.026072 -3.132892 2.055091 0.1342 -0.0290 -0.1497 0.3215
H -2.285655 -3.159277 3.271907 0.0724 -0.1749 0.0857 0.4464
H -2.737862 -3.119492 1.586579 -0.0815 -0.0478 -0.0557 0.2908
H -3.122098 -0.650895 0.641774 -0.0977 -0.0360 -0.1640 0.5212
H -1.850860 0.466873 1.042813 0.0371 0.1657 -0.0087 0.4473
H 0.524628 -0.181211 0.832790 -0.0179 0.2928 0.0759 0.4611
H 3.057137 -2.218371 -0.691425 -0.0259 -0.1519 -0.1382 0.5633
H 2.779262 -0.760013 -1.650929 0.2412 -0.0182 -0.0079 0.5095
H 3.992494 -0.736697 0.722504 0.2136 0.1152 0.0519 0.4844
H 2.394346 -0.638703 1.388131 -0.1476 -0.2030 0.0271 0.4122
H -0.468793 2.050210 -2.983625 -0.2093 0.0914 0.0029 0.4489
H 1.228718 -2.870509 -2.177279 -0.2814 -0.0750 -0.1348 0.2918
H -3.072639 -3.705336 -0.988969 -0.0290 -0.1471 0.1450 0.3361
H -3.662184 -2.083357 -0.506542 -0.0784 -0.2543 0.3683 0.4212
F 2.319206 4.087767 -0.529972 0.4409 -0.3758 -0.7904 -0.2690
P 2.274984 5.631935 0.092162 0.2226 0.7485 0.2187 0.9179
F 2.423347 4.853071 1.543470 -0.6466 -0.5699 -0.1404 -0.3486
F 2.631045 6.949934 -0.825843 -0.2496 -0.4627 -0.6229 -0.3306
F 0.863874 5.599078 -0.759913 -0.4424 -0.2051 0.6226 -0.3467
F 3.916979 5.509959 0.040251 0.0206 0.2205 0.6801 -0.3349
F 1.500854 6.702129 1.071231 0.5891 0.3361 -0.0269 -0.3313

=====

Entry 2:
34
Properties=species:S:1:pos:R:3:forces:R:3:mulliken_charge:R:1 method="wB97M-V/def2-TZVPD" spin_multiplicity=3 homo_lumo_gap_ev="6.60 / 6.45" homo_ev="-6.478 / -6.611"
C -0.840776 0.895327 -1.858995 0.5434 1.1446 -0.1204 -0.4426
C 0.545576 0.707236 -2.154551 -0.7994 0.3475 0.7262 -0.6810
C 1.317492 1.500330 -1.251540 -0.4949 0.6487 0.3764 -0.5593
C 0.414792 2.212404 -0.404726 -0.4574 -0.0627 -1.2104 -0.4386
C -0.943856 1.825325 -0.760752 0.6284 0.9836 -1.1133 -0.2988
Mo -0.186516 0.006574 0.217555 1.9253 0.6007 -0.7140 0.6294
N -1.810326 -0.531674 0.366744 -3.0538 -0.6088 1.1652 -0.4248
C 0.018756 -2.432241 -0.114709 0.7826 -0.5207 -0.2025 -0.4903
C 0.994163 -1.751711 -0.850119 0.0587 -1.3199 0.6187 -0.3834
H 2.389883 1.688257 -1.293675 -0.3419 -0.3675 0.1135 0.4447
H 0.939526 0.136655 -2.992372 -0.1043 -0.0016 0.4109 0.6429
H 0.678633 3.058600 0.225291 -0.0334 -0.7087 0.0446 0.4562
H -1.859811 2.293471 -0.405195 0.3378 -0.3122 -0.0778 0.3800
H -1.681324 0.508083 -2.430346 0.3142 -0.1240 0.3558 0.4284
H 0.918828 -1.792694 -1.947690 -0.0514 0.4220 0.7532 0.3714
H -0.864795 -2.823671 -0.635955 0.3910 0.3508 0.3440 0.2042
H -2.631937 -0.946084 0.823157 0.5892 -0.3012 -0.5813 0.1834
H 2.016836 -1.651084 -0.451643 -0.5634 -0.0818 -0.1946 0.1982
H 0.246081 -2.891343 0.858738 -0.2126 0.5339 -0.5418 0.3094
C 0.081196 -1.660670 3.107223 -0.0895 -0.3705 -0.0747 -0.9384
C -0.035409 -0.198839 3.285845 -0.1996 1.6962 1.6615 0.3918
C -0.194479 0.436066 4.536608 0.2732 -0.9019 -1.4689 -0.7425
C -0.358126 1.802128 4.280583 -0.3672 0.3215 -1.3280 -0.8218
C -0.355439 1.985939 2.884898 0.3564 -1.1400 1.7593 0.6734
C -0.593177 3.311942 2.271558 -0.0834 0.5518 -0.2020 -1.2748
N -0.111090 0.750535 2.276786 0.2766 -0.5424 -0.1923 0.0092
H 0.106422 -2.118548 4.110119 0.0606 0.0752 -0.4632 0.2994
H 0.990017 -1.955128 2.556525 -0.2171 -0.0105 0.1967 0.1157
H -0.804218 -2.039843 2.573218 0.2961 -0.1473 0.1214 0.2063
H -0.250956 -0.083924 5.478346 0.1424 0.0244 0.1082 0.3795
H -0.528721 2.595996 4.994675 -0.0092 -0.0528 -0.0307 0.3978
H -1.127039 3.938119 3.011601 0.2780 -0.3026 -0.3762 0.3876
H 0.360631 3.831344 2.047453 -0.5302 -0.0750 -0.1445 0.2187
H -1.237142 3.245324 1.380744 0.3548 0.2510 0.2810 0.1685

=====

Entry 3:
37
Properties=species:S:1:pos:R:3:forces:R:3:mulliken_charge:R:1 method="wB97M-V/def2-TZVPD" de_lowest_kj_mol=325.2 homo_lumo_gap_ev=9.49 homo_ev=-9.204
C -3.785966 0.959929 1.615828 -0.7020 0.1351 0.4432 -1.3103
N -2.500344 1.508709 1.244266 0.6067 0.6139 0.7927 0.1315
C -2.621258 2.878346 0.677684 -0.0038 0.1751 0.3759 -0.5499
C -1.295025 3.585846 1.057386 -0.4013 -0.1076 -0.9317 -0.6050
C -0.691033 2.791444 2.215299 0.1382 -0.3105 0.2057 -0.4910
C -1.524376 1.513264 2.374453 -0.6347 0.0063 -0.1198 -0.5906
H -3.653027 0.049465 2.226154 -0.1160 0.1871 -0.6296 0.3722
H -4.323638 1.689547 2.254096 0.0912 -0.2440 -0.1168 0.4366
H -4.408729 0.808870 0.716099 0.3428 -0.2437 0.4335 0.3568
H -2.793783 2.822709 -0.416302 0.1442 -0.0563 0.6573 0.2472
H -3.493747 3.425782 1.114770 0.4835 -0.5335 -0.1145 0.3401
H -0.649265 3.547645 0.171787 0.0619 0.0960 0.2819 0.2553
H -1.462559 4.642767 1.294449 0.0445 -0.2662 -0.0268 0.3498
H 0.335832 2.511435 2.002591 0.1841 0.1494 -0.0163 0.2569
H -0.686581 3.366702 3.141331 -0.0167 -0.0286 -0.0353 0.3232
H -2.040803 1.484073 3.351359 0.0093 0.1203 -0.3740 0.3393
H -0.950899 0.582719 2.286101 0.0099 0.2976 0.1028 0.2180
C 5.091557 -2.129219 -2.444313 0.2491 0.0533 -0.1196 -1.3097
C 3.663141 -2.133783 -1.961641 0.0011 -0.2547 0.2686 0.8473
C 2.589178 -2.139660 -2.851901 0.0347 -0.1316 0.2636 -0.5266
C 1.274370 -2.193382 -2.391145 0.0703 0.4753 0.0799 -0.4296
C 1.032182 -2.194800 -1.013916 0.0514 0.2964 0.3643 0.2096
S -0.676151 -2.242677 -0.404424 0.2193 0.1160 0.7099 1.2242
N -1.126884 -0.607824 0.349963 0.9956 -2.3171 -0.8514 -0.4947
C -1.915980 0.129603 -0.265656 -1.5948 1.5672 -1.9540 0.9902
O -2.603101 0.662661 -1.091886 1.5703 -1.8431 0.8084 -0.5560
O -1.477319 -2.494788 -1.566104 -0.3051 0.4291 0.2827 -0.6263
O -0.668408 -3.182795 0.695383 -0.2034 1.2529 -0.5919 -0.6261
C 2.095993 -2.255674 -0.106144 0.0042 0.4618 -0.0590 -0.6104
C 3.403109 -2.196034 -0.589518 -0.1687 -0.0929 -0.0929 -0.6233
H 5.790705 -2.107372 -1.595871 -0.2151 0.0604 -0.2975 0.3329
H 5.334047 -3.017990 -3.044596 -0.2079 0.1392 0.1954 0.3083
H 5.293540 -1.266248 -3.090530 -0.0381 -0.0806 0.1821 0.3271
H 2.815372 -2.110221 -3.913819 -0.2523 -0.0426 0.0493 0.3803
H 0.453841 -2.190030 -3.100331 0.0051 -0.0023 0.1957 0.4539
H 1.918699 -2.297956 0.968885 -0.0900 -0.0196 -0.3244 0.3902
H 4.257310 -2.201064 0.090211 -0.3678 -0.0574 -0.0374 0.2586

=====

Entry 4:
38
Properties=species:S:1:pos:R:3:forces:R:3:mulliken_charge:R:1 method="wB97M-V/def2-TZVPD" de_lowest_kj_mol=4.1 homo_lumo_gap_ev=9.23 homo_ev=-8.503
C 2.248667 4.672840 0.894291 0.0209 0.0317 0.0108 -1.1845
C 2.248975 3.621611 -0.165375 0.3476 -0.0706 -0.1613 0.9582
N 1.080127 3.087359 -0.486647 -0.4282 0.0651 0.1715 -0.4496
C 1.078833 2.157417 -1.430136 0.4073 -0.1305 -0.2250 0.3396
N 2.125753 1.715915 -2.104221 -0.1212 -0.1398 -0.1913 -0.3333
C 3.295788 2.237028 -1.777137 0.1984 0.2628 0.2590 -0.2950
C 3.423861 3.204508 -0.796006 -0.1972 -0.0796 -0.0514 -0.7378
H 4.381313 3.622324 -0.532011 0.1099 0.0414 0.0233 0.3868
H 4.144787 1.858494 -2.331085 0.1423 0.0416 0.0264 0.4439
S -0.489895 1.489104 -1.818062 -0.4070 -0.1802 -0.1956 -0.1934
C 0.007098 -0.036807 -2.691302 0.0893 0.3481 0.2049 -1.0082
H 0.873294 0.213115 -3.302158 -0.1490 -0.1728 0.0268 0.4496
C 0.419019 -1.114218 -1.698623 0.0565 0.1758 -0.4512 0.8901
O 1.581247 -1.471659 -1.631128 0.3312 -0.0060 -0.0244 -0.6623
N -0.545864 -1.650066 -0.925605 -0.1649 -0.3447 0.2022 0.0706
C -1.935614 -1.264471 -0.843720 -0.3401 0.2348 0.0439 -0.9640
H -2.199974 -0.574997 -1.642182 -0.0001 -0.0974 -0.0273 0.4731
C -2.228182 -0.607082 0.508006 -0.1324 -0.2285 0.0171 -0.9080
H -3.296834 -0.400905 0.571233 -0.0359 0.0518 0.0095 0.3661
H -1.687925 0.339587 0.568906 -0.0135 -0.0185 0.0076 0.3640
C -1.804826 -1.502543 1.676478 -0.0406 0.1451 -0.1461 0.1908
C -2.716756 -2.718879 1.823364 0.3092 0.3978 0.3566 0.1937
O -3.459208 -3.136637 0.964139 -0.3034 -0.1138 -0.3871 -0.6236
N -2.617562 -3.322553 3.031590 -0.0498 -0.3383 0.4175 -0.3692
H -2.025870 -2.974215 3.763717 -0.0133 0.0334 -0.0566 0.2009
H -3.177032 -4.139624 3.212115 0.0283 0.0330 -0.0432 0.2542
H -1.874809 -0.926842 2.606557 -0.0039 -0.0560 -0.0448 0.3977
C -0.350576 -1.957722 1.479270 -0.0488 -0.1209 -0.0962 -0.7459
C -0.175673 -2.599026 0.103470 0.4044 -0.0950 0.2247 -1.0383
H 0.864944 -2.883871 -0.060567 -0.2002 -0.0243 0.0238 0.4320
H -0.815423 -3.482774 0.014318 0.0407 -0.0124 -0.0202 0.4226
H -0.056547 -2.668107 2.253910 0.0471 0.0208 0.0327 0.4251
H 0.305367 -1.086813 1.545833 0.0340 -0.0123 0.0223 0.4076
H -2.547731 -2.166957 -0.936186 0.0361 0.1786 -0.0998 0.3549
H -0.833667 -0.336787 -3.313191 -0.0200 0.0308 -0.0025 0.5477
H 1.234769 4.832453 1.248559 -0.0091 0.0234 0.0303 0.3189
H 2.881918 4.366842 1.725398 0.0411 0.0377 0.0776 0.3170
H 2.644205 5.604956 0.494190 0.0344 0.0878 0.0354 0.3079

=====

no.,DFT total energy (Eh)
1,-2344.323784
2,-683.696943
3,-1239.532606
4,-1273.925793